{"formula": "C28H37BrFGeN5Ti", "method": "ωB97M-V/def2-TZVPD", "species": ["H", "C", "H", "N", "H", "H", "H", "C", "H", "H", "Br", "C", "C", "H", "H", "H", "C", "H", "C", "C", "H", "Ge", "H", "C", "H", "C", "C", "H", "C", "C", "N", "C", "H", "H", "C", "H", "C", "C", "C", "H", "H", "H", "N", "F", "C", "C", "H", "H", "H", "C", "H", "H", "H", "H", "C", "H", "H", "Ti", "N", "C", "H", "C", "H", "N", "H", "C", "C", "C", "H", "C", "H", "H", "H", "C"], "coordinates": [[0.157, 3.940, 0.217], [2.915, -0.087, -2.598], [1.024, 2.126, -1.186], [0.946, 1.317, -0.567], [4.064, 2.294, -4.649], [-2.614, 3.442, 4.215], [-3.517, -0.814, -5.683], [4.073, 1.433, -3.997], [0.524, 6.608, 1.670], [3.032, 1.375, -0.259], [-1.940, 0.671, 3.140], [0.151, -2.804, 2.185], [-3.895, -2.274, 1.325], [4.065, -1.668, -1.676], [6.169, 1.082, -4.174], [-3.084, -2.621, -0.661], [-0.448, 3.862, 1.112], [-2.338, -3.524, 1.758], [2.167, 0.085, 1.219], [2.118, 1.331, 0.339], [3.090, 0.132, 1.810], [0.988, -0.481, -1.978], [-4.423, -1.472, 1.857], [-1.115, 0.647, -3.794], [1.252, -0.537, 2.935], [0.706, -3.902, 4.275], [-3.579, -1.819, -0.096], [2.094, 2.226, 0.970], [-1.670, 4.861, 2.893], [-0.471, 6.374, 1.288], [-0.746, 2.622, 1.521], [5.247, 0.756, -3.716], [-2.036, 5.730, 3.420], [-2.781, -2.583, 3.013], [2.873, 1.012, -3.444], [-4.510, -1.560, -0.619], [-0.873, 5.026, 1.755], [1.439, -4.858, 2.168], [0.111, -2.860, 3.587], [-0.433, 6.447, 0.204], [-4.548, -3.154, 1.320], [0.873, -3.806, 0.405], [0.976, 0.000, 2.100], [1.912, -5.899, 4.206], [-0.744, -0.472, -3.057], [-2.373, -1.822, -4.180], [0.679, -3.958, 5.352], [1.950, 1.512, -3.709], [0.799, 0.956, 2.438], [1.357, -4.903, 3.556], [-2.413, 1.368, -5.320], [-1.042, -2.573, -2.668], [2.217, -0.821, 0.595], [-0.173, -1.409, -0.042], [5.249, -0.346, -2.876], [-0.634, 1.607, -3.664], [-3.210, 0.075, 0.497], [-0.882, -1.219, 1.431], [-2.663, -0.659, 0.032], [-2.001, 3.589, 3.340], [-0.392, -2.078, 4.169], [4.060, -0.787, -2.302], [6.161, -0.883, -2.663], [-2.605, -2.559, 2.001], [-2.463, -0.304, -0.909], [0.820, -3.820, 1.491], [-1.501, 2.540, 2.602], [-2.128, 0.507, -4.732], [0.092, 1.466, 0.002], [-1.362, -1.705, -3.237], [-2.841, -2.780, -4.339], [1.986, -5.628, 1.643], [-1.142, 7.139, 1.667], [-2.748, -0.716, -4.930]], "lowdin_charge": [0.118, -0.321, 0.113, -0.027, 0.138, 0.132, 0.139, -0.014, 0.113, 0.130, 0.882, -0.317, -0.185, 0.119, 0.141, 0.126, -0.072, 0.133, -0.207, -0.205, 0.152, 1.449, 0.134, -0.101, 0.108, 0.054, -0.200, 0.135, 0.055, -0.010, -0.011, 0.002, 0.150, 0.128, -0.114, 0.148, -0.208, 0.049, -0.119, 0.098, 0.151, 0.101, -0.054, 0.171, -0.352, -0.025, 0.147, 0.102, 0.073, -0.230, 0.136, 0.104, 0.090, -0.034, -0.009, 0.105, 0.094, 0.860, -0.045, -0.036, 0.108, -0.089, 0.137, -0.032, 0.086, -0.088, -0.584, -0.019, 0.058, -0.143, 0.132, 0.145, 0.103, 0.001], "total_energy_ha": -6961.6752, "orbital_gap_ev": 5.3, "charge": 4, "multiplicity": 1, "e_homo_ev": -19.521}